Computed, not measured: the molecule C4H4N2OS, with ωB97M-V with the def2-TZVPD basis set.

The HOMO energy comes out at -8.6 eV. The calculation puts the gap between HOMO and LUMO at 8.95 eV. Its spin multiplicity is 1. As for the relative energy (zero: lowest compared OMol25 entry of this formula, charge and spin): 2.3 kcal per mole.

Each line ends with the Mulliken charge.
Geometry (Å):
O1 2.740 0.043 -0.004  -0.50
C1 1.382 -0.024 0.006  0.63
C2 0.640 1.169 0.000  -0.29
N1 -0.683 1.146 -0.006  -0.54
C3 -1.277 -0.048 -0.002  0.54
S1 -3.048 -0.115 -0.001  -0.27
C4 -0.523 -1.221 -0.003  -0.31
N2 0.799 -1.208 -0.004  -0.56
H1 3.028 -0.876 0.002  0.36
H2 1.145 2.114 0.004  0.41
H3 -3.191 1.220 0.002  0.17
H4 -1.010 -2.199 0.006  0.37

Forces on the atoms, in the same order (eV/Å):
-0.667 -0.045 0.051
0.010 0.440 -0.147
-0.001 -0.770 0.041
0.133 -0.120 0.020
0.180 0.019 -0.018
0.090 0.035 -0.003
-0.731 -0.159 0.047
0.433 0.247 0.054
0.275 -0.178 -0.006
0.117 0.395 -0.010
0.041 -0.121 0.000
0.120 0.258 -0.031